{"formula": "C9H56NO20", "method": "the ωB97M-V functional and the def2-TZVPD basis", "orbital_gap_ev": 5.84, "de_lowest_kj_mol": 231.2, "lumo_ev": 1.78, "total_charge": -1, "energy_ha": -1936.03921, "species": ["O", "H", "C", "O", "H", "H", "H", "O", "H", "H", "O", "C", "H", "O", "H", "O", "H", "O", "H", "H", "H", "O", "H", "C", "H", "H", "O", "H", "H", "H", "H", "C", "H", "C", "H", "H", "H", "O", "H", "H", "O", "H", "C", "H", "H", "C", "N", "H", "C", "H", "H", "H", "H", "H", "H", "H", "H", "H", "H", "O", "O", "H", "H", "O", "H", "H", "H", "H", "C", "H", "O", "O", "H", "H", "O", "H", "O", "H", "O", "O", "H", "H", "H", "H", "H", "H"], "positions_angstrom": [[3.15620, 2.58809, 3.49429], [1.07797, 2.80442, 1.28481], [2.60862, -0.12446, -1.28899], [-5.49556, 1.29899, 1.54480], [2.28022, 4.70520, 3.81142], [1.35112, 2.22723, -0.31710], [-0.69018, 1.16706, 1.30662], [-3.33041, -0.08327, 3.09474], [-1.84781, -3.30617, -1.33139], [5.35382, -4.18467, 2.48638], [3.73986, -4.87635, 2.59612], [-2.16511, 0.13957, -0.56580], [-0.75567, 4.26730, -1.72778], [1.37572, 4.87158, 4.07676], [3.17787, -1.78195, 1.13237], [5.63611, -2.53836, -0.52938], [-0.44218, -1.17227, 1.63367], [-1.04535, -1.45851, 2.31959], [-3.00295, -4.20413, -0.94252], [0.17747, 3.88271, -4.91672], [5.64380, -3.27166, 1.31412], [-0.18723, 3.03902, -4.64949], [1.51619, -2.34248, 1.35352], [2.19861, -1.85263, 0.65893], [-0.82373, -1.78119, -3.09659], [-3.42030, 3.85863, -5.05348], [-0.50614, 5.13308, -1.40465], [0.55788, 2.43847, -4.66903], [-0.91953, 2.42649, 0.06229], [-4.13279, -1.78117, 0.78316], [2.29932, -2.56584, -0.15918], [-0.62148, 0.43757, -0.76698], [1.40690, 0.34296, 2.04571], [-0.47932, 0.95061, -2.19709], [-1.07911, -0.34391, 5.39868], [-5.84886, 0.95027, -0.73421], [1.94506, -3.12632, -2.87181], [-0.73869, 4.25850, 2.01435], [3.39309, 2.41552, 2.58306], [-0.69547, 3.60127, 1.31981], [-5.61253, 1.44306, -1.52005], [3.12209, -5.19389, 1.93750], [1.76613, 0.59424, 1.04776], [-0.97715, 1.91824, -2.26025], [-0.39023, 0.00162, 4.09563], [-0.34021, 1.54827, 0.34730], [0.28051, -0.68997, -0.46134], [3.66639, -0.06073, -1.03370], [1.08144, 1.89421, 0.68513], [2.29382, 2.18601, 3.59835], [-4.63554, 1.03459, 1.87143], [-1.26361, 5.42808, -0.89924], [0.54309, 1.02890, -2.56672], [0.51514, -4.02493, -1.17761], [-2.81254, 0.97347, -0.83701], [0.02385, -5.27142, -1.88243], [-3.47744, -0.74259, 2.41658], [-2.39014, 3.30550, -4.09184], [-1.19636, 4.99885, 1.61605], [6.01749, -3.59082, 2.13553], [-3.92194, -2.21864, 1.60803], [5.02598, -1.82558, -0.71890], [3.38349, -4.03189, 2.87201], [-0.93573, -1.93445, -4.03479], [5.55050, -3.13221, -1.27519], [-1.74203, -1.91748, 1.85032], [-5.50652, 2.34426, -1.21536], [-2.39573, -0.11361, 0.46900], [1.72460, -0.53938, -0.04905], [2.27165, 0.89164, -1.49409], [0.82136, -4.83925, -1.57678], [2.72506, -3.04073, -3.41999], [-2.51064, -0.55304, -1.33327], [-2.38425, -0.09449, 3.23926], [-2.16397, -4.20678, -1.40331], [-1.00005, 0.35600, -2.94767], [-0.02440, -1.91916, -1.21029], [0.85207, 4.61725, 3.31691], [-3.23463, 3.75525, -4.12016], [-0.45441, 0.26981, 5.01225], [2.44226, -2.49917, -4.15686], [2.44227, -0.85877, -2.07717], [-6.06054, 1.28443, 2.31734], [-4.39089, -3.05195, 1.56443], [-0.18175, -1.50572, -4.43967], [2.78608, 0.97376, 1.10890]], "forces_ev_per_a": [[0.34, 0.25, 0.09], [0.68, -0.54, 0.68], [-0.65, -0.33, 1.64], [-0.45, 0.10, -0.57], [0.28, -0.27, 0.02], [1.32, 0.35, -0.01], [-1.01, -0.19, -0.09], [-0.65, 0.97, 0.31], [0.71, 0.78, 0.07], [-0.09, -0.30, -0.11], [-0.32, -0.36, 0.35], [0.78, -0.14, -0.73], [-0.06, -0.33, -0.23], [-0.02, 0.38, 0.35], [0.08, 0.44, 0.01], [0.22, 0.05, 0.19], [0.52, 0.14, -1.09], [0.05, 0.05, 1.02], [-0.14, -0.07, 0.06], [0.05, 0.30, -0.04], [0.02, 0.15, -0.51], [-0.29, 0.09, -0.02], [-0.37, 0.60, 0.06], [0.02, -0.14, -1.64], [0.53, -0.06, 1.27], [-0.05, -0.02, -0.18], [0.27, 0.15, 0.11], [0.12, -0.29, 0.10], [-0.26, 0.08, -0.10], [-0.04, 0.20, -0.50], [0.13, -0.28, 0.03], [0.42, 0.30, 1.14], [0.12, -0.74, -0.02], [-0.22, 0.54, -0.41], [-0.15, -0.19, 0.07], [0.00, 0.02, 0.45], [-0.60, -0.26, 0.42], [0.05, 0.19, 0.36], [0.10, -0.12, -0.23], [-0.04, -0.24, -0.16], [-0.02, -0.16, -0.50], [-0.13, -0.14, -0.30], [1.09, 1.48, -0.50], [0.15, 0.33, -0.09], [0.04, -0.31, -0.34], [-0.95, -0.93, 0.10], [-0.94, -1.85, 1.18], [0.17, -0.12, 0.04], [-1.44, -0.07, -3.15], [-0.32, -0.08, 0.17], [0.63, -0.12, 0.44], [-0.23, 0.12, 0.01], [0.06, 0.17, 0.31], [-0.34, 0.86, 0.25], [0.44, 0.72, 0.23], [-0.30, 0.05, -0.04], [0.00, -0.43, 0.27], [0.42, -0.25, -0.05], [-0.05, 0.24, 0.03], [0.75, 0.33, 0.44], [0.06, -0.27, -0.28], [-0.28, 0.19, -0.07], [-0.20, 0.31, 0.11], [-0.43, -0.14, -1.03], [-0.11, -0.22, -0.21], [-0.20, -0.30, -0.20], [0.06, 0.17, 0.13], [0.05, -0.37, -0.15], [-1.40, 0.69, 0.73], [0.23, -0.20, -0.64], [0.64, -0.49, -0.12], [0.63, 0.11, -0.19], [0.21, -0.80, 0.44], [0.31, -0.02, -0.12], [-0.30, -0.57, -0.08], [-0.10, -0.36, 0.30], [0.42, 1.48, 0.11], [-0.44, -0.09, -0.33], [-0.26, 0.24, 0.24], [0.13, 0.36, 0.18], [-0.09, 0.07, -0.14], [-0.03, 0.31, -0.12], [-0.07, -0.02, 0.19], [-0.09, -0.25, 0.19], [0.13, 0.06, 0.00], [0.68, -0.95, 0.47]]}